{"formula": "C42H113BO20S", "method": "ωB97M-V/def2-TZVPD", "fmax_ev_per_a": 1.6, "total_energy_ev": -97841.449, "homo_lumo_gap_ha": 0.2727, "e_lumo_ev": 0.1, "elements": ["C", "C", "C", "C", "C", "C", "C", "C", "C", "C", "C", "C", "C", "C", "C", "O", "S", "O", "O", "O", "C", "C", "C", "C", "C", "C", "C", "C", "C", "C", "C", "B", "C", "O", "H", "H", "H", "H", "H", "H", "H", "H", "H", "H", "H", "H", "H", "H", "H", "H", "H", "H", "H", "H", "H", "H", "H", "H", "H", "H", "H", "H", "H", "H", "H", "H", "H", "H", "H", "H", "H", "H", "H", "H", "H", "H", "H", "H", "H", "H", "H", "H", "H", "H", "H", "H", "H", "C", "O", "H", "H", "H", "H", "C", "O", "H", "H", "H", "H", "C", "O", "H", "H", "H", "H", "C", "O", "H", "H", "H", "H", "C", "O", "H", "H", "H", "H", "C", "O", "H", "H", "H", "H", "C", "O", "H", "H", "H", "H", "C", "O", "H", "H", "H", "H", "C", "O", "H", "H", "H", "H", "C", "O", "H", "H", "H", "H", "C", "O", "H", "H", "H", "H", "C", "O", "H", "H", "H", "H", "C", "O", "H", "H", "H", "H", "C", "O", "H", "H", "H", "H", "C", "O", "H", "H", "H", "H"], "coordinates": [[2.9972, 3.1942, 0.5911], [3.7904, 2.4873, -0.5355], [3.6056, 3.1326, -1.9061], [2.1400, 3.0237, -2.3380], [1.8185, 3.4873, -3.7680], [0.5497, 4.3570, -3.8063], [-0.7679, 3.5548, -3.9988], [-1.8384, 3.8598, -2.9481], [-1.4564, 3.5373, -1.5042], [-1.2182, 2.0538, -1.2090], [-2.4215, 1.1457, -1.5792], [-2.2161, 0.3036, -2.8542], [-2.1566, -1.2159, -2.6478], [-3.2128, -1.7730, -1.6655], [-2.5514, -2.1083, -0.3537], [-1.7058, -3.2788, -0.3034], [-1.0222, -3.1319, 1.1702], [-0.7471, -4.3984, 1.7438], [0.1137, -2.2911, 1.0045], [-2.2266, -2.3735, 1.8894], [-3.3412, -2.2140, 0.9212], [-4.2411, -3.4750, 1.0562], [-4.0442, -4.2944, 2.3255], [-4.5178, -3.6145, 3.6163], [-6.0531, -3.7715, 3.7450], [-3.8429, -4.2440, 4.8357], [-2.3622, -3.9283, 5.0231], [-2.0356, -2.4349, 4.9856], [-0.7739, -2.0197, 4.8638], [0.3764, -2.7875, 5.4971], [-0.3874, -0.7835, 4.0933], [-4.1911, -0.9308, 1.3200], [-5.5630, -0.5990, 0.5972], [-3.7384, -0.0937, 2.2883], [2.3461, 2.5133, 1.1346], [2.3923, 4.0250, 0.2350], [3.7037, 3.5943, 1.3163], [3.4686, 1.4452, -0.5685], [4.8327, 2.4728, -0.2248], [3.8814, 4.1889, -1.8762], [4.2773, 2.6210, -2.5972], [1.8354, 1.9910, -2.1656], [1.5642, 3.6303, -1.6443], [1.6391, 2.6376, -4.4291], [2.6498, 4.0301, -4.2072], [0.4338, 4.9519, -2.9029], [0.6214, 5.0465, -4.6489], [-0.5377, 2.4912, -4.0464], [-1.2031, 3.8234, -4.9616], [-2.0535, 4.9304, -2.9988], [-2.7685, 3.3485, -3.1961], [-0.5906, 4.1057, -1.1679], [-2.2905, 3.8539, -0.8725], [-1.0830, 1.9770, -0.1304], [-0.3261, 1.6713, -1.6982], [-2.6437, 0.5470, -0.7011], [-3.2709, 1.8067, -1.7557], [-1.2512, 0.5899, -3.2715], [-2.9379, 0.5493, -3.6320], [-1.1671, -1.5090, -2.2953], [-2.2888, -1.7173, -3.6051], [-3.7066, -2.6338, -2.1080], [-3.9857, -1.0236, -1.5313], [-1.8403, -1.2900, -0.1884], [-4.0106, -4.1220, 0.2067], [-5.3002, -3.2259, 0.9955], [-4.6674, -5.1849, 2.2069], [-3.0335, -4.6741, 2.4292], [-4.3253, -2.5418, 3.6485], [-6.5191, -3.9479, 2.7754], [-6.3042, -4.5929, 4.4123], [-6.4777, -2.8432, 4.1237], [-4.0000, -5.3251, 4.7736], [-4.3654, -3.9252, 5.7406], [-1.7442, -4.4063, 4.2634], [-2.0415, -4.3406, 5.9843], [-2.8289, -1.6964, 5.0016], [0.6436, -3.6518, 4.8837], [1.2326, -2.1256, 5.5848], [0.0219, -3.1184, 6.4688], [-1.1077, -0.5369, 3.3227], [-0.1866, 0.0649, 4.7539], [0.5596, -0.9958, 3.5965], [-6.3467, -0.5944, 1.3602], [-5.5306, 0.4039, 0.1696], [-5.8357, -1.3251, -0.1632], [-4.2950, 0.6945, 2.2950], [-3.2560, -1.2974, 8.2470], [-4.2465, -2.3011, 8.4630], [-3.5888, -0.6695, 7.4245], [-3.1324, -0.6796, 9.1411], [-2.3017, -1.7575, 7.9806], [-3.9414, -2.8531, 9.1878], [-7.4232, -6.2595, 1.1338], [-8.0612, -5.0171, 1.4190], [-6.7080, -6.4528, 1.9293], [-8.1516, -7.0735, 1.1047], [-6.8913, -6.2163, 0.1795], [-8.6963, -4.8478, 0.7175], [4.6623, 2.8442, -6.5496], [3.9622, 4.0568, -6.2519], [5.4792, 2.7388, -5.8436], [3.9913, 1.9869, -6.4538], [5.0700, 2.8808, -7.5618], [3.2438, 4.1310, -6.8883], [-6.8133, -2.5399, -3.2592], [-5.4903, -2.2739, -3.7318], [-6.7519, -3.2767, -2.4602], [-7.2717, -1.6283, -2.8698], [-7.4283, -2.9356, -4.0692], [-5.5649, -1.6231, -4.4362], [3.7051, 6.9943, -4.0059], [4.3544, 6.6828, -5.2312], [4.2199, 7.8462, -3.5667], [2.6574, 7.2599, -4.1774], [3.7602, 6.1517, -3.3108], [3.9023, 5.9222, -5.6231], [7.9018, 4.3092, -0.5596], [7.0135, 3.2803, -0.1151], [7.4535, 4.7935, -1.4225], [8.0532, 5.0462, 0.2302], [8.8634, 3.8746, -0.8491], [7.4152, 2.8559, 0.6481], [5.9702, 10.1989, -3.8252], [6.5950, 9.8487, -5.0540], [6.4957, 11.0560, -3.4111], [4.9232, 10.4671, -3.9921], [6.0315, 9.3671, -3.1179], [6.1258, 9.0875, -5.4134], [0.1458, -5.1342, 9.0406], [-1.1220, -4.6896, 8.5527], [0.9155, -4.5451, 8.5472], [0.2136, -4.9837, 10.1229], [0.2936, -6.1867, 8.8048], [-1.7944, -5.2204, 8.9887], [-5.2155, -4.7945, -6.5946], [-5.5626, -5.3975, -5.3545], [-5.2878, -5.5536, -7.3693], [-5.9051, -3.9774, -6.8276], [-4.1913, -4.4146, -6.5580], [-5.4927, -4.7154, -4.6788], [4.2578, -1.7828, 5.2715], [3.7944, -0.9500, 6.3304], [3.6024, -1.6386, 4.4166], [5.2791, -1.5183, 4.9839], [4.2239, -2.8332, 5.5726], [4.3749, -1.0831, 7.0844], [8.7218, 3.2221, -6.3278], [7.8510, 2.1970, -5.8698], [8.2633, 3.7201, -7.1786], [8.8833, 3.9582, -5.5355], [9.6801, 2.7962, -6.6389], [8.2771, 1.7768, -5.1150], [0.8440, -8.7987, 6.8153], [0.2121, -7.5790, 7.1930], [1.5732, -9.0457, 7.5828], [0.1152, -9.6101, 6.7430], [1.3584, -8.6897, 5.8575], [-0.4315, -7.3603, 6.5119], [10.8391, 2.2503, -2.8123], [9.4718, 1.8503, -2.8322], [11.1222, 2.5222, -3.8260], [10.9816, 3.1153, -2.1589], [11.4792, 1.4331, -2.4707], [9.2264, 1.6112, -1.9338], [8.8417, 7.9136, 2.1938], [8.6302, 7.4443, 0.8652], [7.9907, 7.6018, 2.7934], [9.7526, 7.4845, 2.6195], [8.9108, 9.0039, 2.2159], [9.3834, 7.7216, 0.3361], [-10.1085, -3.7775, -5.5843], [-10.0437, -2.9153, -4.4497], [-10.0362, -3.1575, -6.4739], [-9.2808, -4.4922, -5.5803], [-11.0558, -4.3211, -5.6069], [-10.1101, -3.4676, -3.6656]], "forces_ev_per_a": [[0.4, -0.1, 0.1], [-0.3, 0.2, 0.7], [-0.2, -0.4, 0.2], [0.5, -0.1, -0.2], [-0.5, 0.2, 0.4], [-0.4, -0.4, -0.6], [0.1, 0.3, 0.1], [0.5, 0.2, 0.2], [-0.3, -0.4, -0.1], [-0.6, -0.1, 0.2], [0.3, 0.7, -0.4], [0.5, -0.2, 0.2], [-0.4, -0.2, 0.0], [0.5, -0.8, -0.6], [0.1, 1.3, 0.0], [-0.1, -0.4, 0.7], [0.9, 0.1, -0.6], [-0.8, -0.5, 0.0], [-0.2, 0.7, 0.2], [0.6, -0.5, -0.6], [-0.8, -0.1, 1.4], [0.4, -0.3, -0.5], [-0.2, 0.0, 0.3], [-0.6, -0.4, 0.2], [0.4, 0.5, -0.3], [0.0, 0.2, 0.2], [0.0, 0.6, 0.9], [0.2, -0.6, -0.1], [0.3, 0.3, 0.2], [-0.8, -0.1, -1.0], [0.2, 0.2, 0.8], [-0.1, 0.2, -0.3], [0.3, -0.2, 0.3], [0.1, 0.1, -0.3], [-0.1, 0.0, 0.0], [0.0, 0.1, -0.1], [-0.1, 0.2, 0.1], [0.0, -0.1, -0.2], [0.1, 0.0, -0.3], [0.2, 0.0, 0.0], [-0.1, 0.1, -0.3], [-0.1, -0.1, -0.1], [-0.2, 0.0, 0.1], [0.2, -0.1, 0.0], [0.2, 0.1, 0.1], [0.3, 0.2, 0.1], [0.1, 0.2, 0.1], [-0.1, -0.1, 0.1], [0.0, -0.1, -0.2], [-0.1, 0.1, -0.1], [-0.1, -0.1, -0.1], [0.1, 0.1, -0.1], [0.0, 0.1, 0.1], [0.3, -0.1, 0.1], [0.2, 0.1, 0.0], [-0.2, -0.2, -0.1], [-0.2, -0.1, 0.3], [0.0, 0.0, -0.2], [-0.3, 0.0, 0.1], [0.1, 0.0, 0.0], [0.1, 0.1, -0.1], [-0.1, -0.1, 0.1], [-0.1, 0.0, 0.3], [-0.2, 0.2, 0.1], [-0.1, -0.1, -0.1], [0.0, 0.2, -0.1], [0.0, -0.1, 0.0], [0.2, 0.2, -0.1], [0.4, 0.0, -0.4], [-0.1, 0.0, 0.1], [-0.1, -0.1, 0.0], [-0.2, -0.1, 0.3], [0.1, -0.1, 0.0], [-0.1, 0.1, 0.0], [0.0, -0.1, -0.1], [0.0, -0.2, 0.1], [-0.2, -0.1, -0.9], [0.2, -0.1, 0.1], [0.2, 0.0, 0.2], [0.3, -0.2, 0.2], [-0.2, 0.2, 0.1], [-0.1, 0.2, -0.1], [0.0, 0.0, -0.1], [-0.1, 0.0, 0.0], [0.0, 0.1, -0.2], [-0.1, 0.1, -0.2], [0.1, 0.0, 0.4], [0.1, -0.3, 0.2], [-0.1, 0.1, -0.1], [-0.1, 0.0, 0.0], [0.1, 0.1, -0.1], [0.0, 0.1, 0.0], [0.0, 0.0, 0.0], [-0.2, 0.1, -0.1], [0.0, -0.1, -0.1], [0.0, 0.0, 0.0], [0.1, -0.1, 0.0], [0.1, -0.1, 0.0], [0.0, 0.0, 0.1], [-0.1, 0.1, 0.0], [-0.2, 0.0, -0.3], [0.0, 0.1, 0.0], [0.1, 0.0, 0.0], [0.1, -0.1, 0.0], [0.0, 0.0, 0.0], [0.1, 0.2, -0.3], [-0.1, -0.2, 0.0], [0.1, 0.0, 0.0], [-0.1, -0.1, 0.0], [-0.2, 0.0, 0.1], [0.1, 0.0, 0.0], [0.0, -0.2, -0.3], [-0.2, 0.3, 0.1], [0.0, 0.0, 0.0], [0.0, 0.0, 0.2], [-0.1, 0.1, 0.1], [0.5, -0.1, 0.1], [0.0, -0.2, 0.4], [0.1, 0.0, -0.2], [-0.1, -0.1, 0.0], [0.1, 0.1, -0.1], [0.0, 0.2, -0.1], [-0.1, 0.0, 0.0], [0.0, -0.3, -0.3], [0.0, 0.1, 0.1], [0.0, 0.0, 0.0], [0.0, 0.0, 0.2], [-0.1, 0.1, 0.1], [0.0, 0.0, 0.0], [-0.2, -0.1, 0.2], [0.0, 0.1, 0.0], [0.0, 0.0, 0.0], [0.1, 0.1, 0.0], [0.1, 0.1, 0.1], [0.0, 0.0, -0.1], [0.0, 0.1, 0.4], [-0.1, 0.0, 0.0], [0.0, 0.0, 0.0], [0.1, 0.0, -0.1], [0.0, 0.0, -0.2], [0.1, 0.0, 0.0], [0.1, 0.0, 0.3], [0.0, 0.0, -0.1], [0.0, 0.0, 0.0], [0.0, -0.1, -0.1], [0.0, 0.0, -0.2], [0.0, 0.0, 0.0], [0.0, -0.2, 0.3], [0.0, 0.0, -0.1], [-0.1, -0.1, 0.0], [0.1, 0.1, -0.1], [0.0, 0.1, -0.1], [-0.1, 0.0, 0.1], [-0.2, 0.2, -0.1], [0.0, -0.3, -0.2], [0.0, 0.0, 0.0], [0.1, -0.1, 0.0], [0.1, -0.1, 0.0], [0.0, 0.1, 0.1], [-0.2, -0.1, 0.2], [0.1, 0.0, -0.1], [0.0, 0.0, 0.0], [0.1, 0.0, -0.1], [0.1, 0.0, 0.0], [-0.2, 0.0, -0.1], [0.1, 0.0, -0.2], [0.0, 0.0, 0.1], [0.0, 0.0, 0.0], [0.0, 0.0, 0.1], [0.0, 0.0, 0.1], [-0.1, 0.0, -0.1], [0.0, 0.0, 0.2], [0.0, -0.1, -0.1], [0.0, 0.0, 0.0], [0.0, 0.0, -0.1], [0.0, 0.0, -0.1], [0.0, 0.1, 0.0]], "lowdin_charge": [-0.094, -0.251, -0.211, -0.205, -0.186, -0.191, -0.190, -0.208, -0.207, -0.182, -0.174, -0.178, -0.159, -0.114, -0.317, -0.127, 0.620, -0.219, -0.222, -0.163, -0.267, -0.076, -0.144, -0.351, -0.047, -0.177, -0.168, -0.085, -0.341, -0.032, -0.054, -0.471, 0.015, 0.182, 0.065, 0.058, 0.062, 0.101, 0.068, 0.104, 0.113, 0.106, 0.078, 0.107, 0.073, 0.097, 0.098, 0.086, 0.104, 0.112, 0.098, 0.092, 0.111, 0.109, 0.088, 0.083, 0.102, 0.090, 0.108, 0.118, 0.109, 0.110, 0.106, 0.139, 0.130, 0.108, 0.111, 0.094, 0.114, 0.042, 0.080, 0.078, 0.119, 0.113, 0.097, 0.096, 0.110, 0.087, 0.060, 0.061, 0.055, 0.081, 0.073, 0.081, 0.074, 0.053, 0.116, -0.155, -0.131, 0.074, 0.075, 0.068, 0.065, -0.149, -0.137, 0.069, 0.077, 0.077, 0.073, -0.115, -0.151, 0.064, 0.080, 0.081, 0.087, -0.135, -0.136, 0.081, 0.084, 0.061, 0.085, -0.146, -0.129, 0.056, 0.079, 0.064, 0.030, -0.129, -0.133, 0.086, 0.060, 0.058, 0.075, -0.171, -0.124, 0.075, 0.076, 0.068, 0.065, -0.150, -0.138, 0.076, 0.075, 0.047, 0.072, -0.161, -0.130, 0.077, 0.071, 0.077, 0.045, -0.165, -0.131, 0.073, 0.073, 0.077, 0.070, -0.154, -0.136, 0.075, 0.078, 0.074, 0.057, -0.146, -0.140, 0.078, 0.076, 0.078, 0.083, -0.149, -0.129, 0.075, 0.071, 0.078, 0.071, -0.156, -0.133, 0.078, 0.075, 0.075, 0.075, -0.154, -0.137, 0.078, 0.073, 0.076, 0.072]}